Formula: C4H7NO
Source: the Open Molecules 2025 dataset
Level of theory: ωB97M-V with the def2-TZVPD basis set

Its spin multiplicity is 1. Its LUMO energy is 0.0342 Eh. The energy is -286.59880 hartree. As for the HOMO energy: -9.83 eV. For the frontier orbital gap, the calculation gives 10.761 eV. As for the SMILES: NC(=O)C1CC1. The total charge is 0.

Each line ends with the Mulliken charge.
Positions of all 13 atoms, in Å:
N (2.054, -0.282, -0.371)  -0.380
C (1.076, 0.539, 0.110)  0.330
O (1.218, 1.747, 0.180)  -0.611
C (-0.193, -0.170, 0.515)  -0.067
C (-1.228, -0.585, -0.504)  -0.524
C (-1.458, 0.610, 0.373)  -0.573
H (1.992, -1.281, -0.263)  0.211
H (2.954, 0.128, -0.570)  0.245
H (-0.068, -0.924, 1.287)  0.408
H (-1.017, -0.468, -1.563)  0.238
H (-1.781, -1.484, -0.241)  0.248
H (-2.223, 0.589, 1.143)  0.258
H (-1.325, 1.581, -0.095)  0.216

Formula: C15H46NO11
Source: the Open Molecules 2025 dataset
Level of theory: ωB97M-V with the def2-TZVPD basis set

Its spin multiplicity is 1. Its LUMO energy is 0.0925 Eh. The energy is -1481.41789 hartree. As for the HOMO energy: -6.91 eV. For the frontier orbital gap, the calculation gives 9.429 eV. The total charge is -1.

Each line ends with the Mulliken charge.
Positions of all 73 atoms, in Å:
N (0.063, 0.134, -0.028)  1.169
O (-0.359, 0.631, 0.994)  -0.842
O (0.221, 0.912, -1.021)  -0.771
O (0.429, -1.037, -0.063)  -0.527
C (-3.312, -1.577, -1.567)  -1.206
C (-4.169, -1.589, -0.263)  0.516
C (-3.676, -0.463, 0.667)  -0.283
O (-5.416, -1.218, -0.754)  -0.582
H (-2.243, -1.561, -1.352)  0.048
H (-3.517, -0.707, -2.192)  0.493
H (-3.690, -2.441, -2.113)  0.291
H (-4.209, -2.570, 0.211)  0.256
H (-2.927, 0.217, 0.261)  -0.719
H (-3.113, -1.077, 1.369)  0.309
H (-4.436, -0.089, 1.353)  0.387
H (-5.925, -1.207, 0.060)  0.360
C (4.245, -1.166, -0.187)  -0.877
C (5.418, -0.315, -0.750)  0.632
C (5.058, 1.124, -1.191)  -1.346
O (6.368, -0.251, 0.279)  -0.574
H (4.622, -1.816, 0.603)  0.330
H (3.915, -1.784, -1.022)  0.292
H (3.386, -0.656, 0.249)  0.174
H (5.821, -0.874, -1.594)  0.156
H (4.979, 1.805, -0.344)  0.287
H (4.121, 1.125, -1.749)  0.287
H (5.858, 1.540, -1.803)  0.462
H (6.923, 0.509, 0.089)  0.301
C (3.243, 3.178, 3.227)  -1.341
C (2.164, 2.453, 2.353)  0.816
C (2.397, 2.735, 0.813)  -0.844
O (2.352, 1.045, 2.443)  -0.567
H (3.430, 2.561, 4.106)  0.372
H (2.921, 4.187, 3.483)  0.349
H (4.167, 3.265, 2.655)  0.306
H (1.119, 2.687, 2.559)  0.203
H (3.446, 2.975, 0.642)  0.235
H (1.767, 3.566, 0.496)  0.250
H (2.181, 1.861, 0.199)  0.107
H (1.664, 0.675, 1.887)  -0.049
C (-1.850, 5.353, -1.378)  -1.562
C (-1.547, 3.916, -1.037)  1.200
C (-2.696, 2.880, -1.284)  -1.311
O (-0.371, 3.598, -1.763)  -0.621
H (-1.711, 5.542, -2.443)  0.324
H (-1.127, 5.959, -0.831)  0.379
H (-2.875, 5.555, -1.070)  0.368
H (-1.246, 3.793, 0.003)  0.027
H (-2.653, 1.905, -0.800)  0.062
H (-2.709, 2.707, -2.360)  0.410
H (-3.685, 3.307, -1.114)  0.451
H (0.098, 2.857, -1.371)  0.366
C (-3.064, -5.272, -1.208)  -1.377
C (-1.991, -5.372, -0.146)  0.483
C (-1.510, -4.048, 0.405)  -0.559
O (-2.323, -6.303, 0.878)  -0.597
H (-3.398, -6.238, -1.586)  0.421
H (-2.774, -4.836, -2.164)  0.366
H (-4.051, -4.891, -0.946)  0.287
H (-1.117, -5.773, -0.658)  0.202
H (-0.642, -4.187, 1.048)  0.335
H (-2.362, -3.531, 0.848)  0.052
H (-1.112, -3.386, -0.364)  0.065
H (-1.530, -6.766, 1.159)  0.344
O (1.929, -0.867, -2.464)  -0.675
H (1.728, -1.450, -1.732)  0.290
H (1.211, -0.235, -2.472)  0.314
O (1.823, -2.281, 2.306)  -0.629
H (1.983, -2.975, 1.666)  0.290
H (1.178, -1.712, 1.886)  0.313
O (-2.295, 2.141, 2.355)  -0.649
H (-3.036, 2.067, 1.754)  0.322
H (-1.560, 1.756, 1.878)  0.448